Record 1
98
Properties=species:S:1:pos:R:3 method="wB97M-V/def2-TZVPD" total_charge=-1 spin_multiplicity=1 e_above_lowest_kcal_mol=162.2 homo_lumo_gap_ha=0.267
C 0.865 -2.184 1.208
C -0.328 -1.085 0.904
C -1.296 -0.849 2.244
C -1.233 0.798 2.526
C -1.793 1.220 4.010
Al -2.264 1.682 0.964
C -1.163 3.269 0.251
C -0.960 4.499 1.317
O -0.800 5.745 0.791
F -0.883 4.375 2.794
C -4.218 2.151 1.407
C -5.170 1.105 0.584
O -4.830 0.873 -0.714
N -6.372 0.354 1.104
C -7.004 0.998 2.315
C -6.122 -1.126 1.278
H 1.800 -1.904 0.529
H 1.155 -2.182 2.345
H 0.490 -3.245 0.857
H -0.944 -1.415 -0.042
H 0.189 -0.049 0.626
H -2.424 -1.103 1.983
H -0.899 -1.416 3.188
H -0.088 1.133 2.488
H -2.502 0.377 4.463
H -2.326 2.262 4.047
H -0.862 1.266 4.752
H -2.266 0.584 -0.219
H -0.074 2.840 0.021
H -1.584 3.661 -0.793
H -4.380 2.176 2.565
H -4.407 3.248 0.992
H -7.747 0.184 2.773
H -6.266 1.274 3.180
H -7.702 1.902 1.986
H -5.640 -1.528 0.265
H -7.180 -1.676 1.344
H -5.431 -1.412 2.178
C 6.629 -2.936 0.437
C 5.935 -1.812 0.884
C 4.863 -1.313 0.145
C 4.477 -1.945 -1.037
C 5.169 -3.071 -1.483
C 6.247 -3.564 -0.749
H 7.466 -3.322 1.011
H 6.231 -1.323 1.810
H 4.327 -0.433 0.491
H 3.639 -1.559 -1.611
H 4.867 -3.564 -2.404
H 6.789 -4.438 -1.099
C 1.506 -6.013 -3.009
C 1.232 -6.986 -3.969
C 2.278 -7.646 -4.612
C 3.600 -7.340 -4.288
C 3.874 -6.369 -3.324
C 2.828 -5.702 -2.688
H 0.690 -5.496 -2.510
H 0.202 -7.229 -4.217
H 2.064 -8.400 -5.365
H 4.416 -7.858 -4.785
H 4.905 -6.132 -3.070
H 3.042 -4.942 -1.941
C 7.553 -1.624 4.765
C 8.862 -1.306 5.126
C 9.862 -2.276 5.049
C 9.554 -3.561 4.603
C 8.245 -3.877 4.238
C 7.244 -2.910 4.323
H 6.773 -0.869 4.828
H 9.103 -0.303 5.467
H 10.880 -2.030 5.337
H 10.333 -4.315 4.539
H 8.006 -4.878 3.889
H 6.223 -3.159 4.045
C -8.385 -0.478 -3.483
C -7.142 -0.023 -3.046
C -6.102 0.153 -3.958
C -6.309 -0.117 -5.311
C -7.553 -0.568 -5.749
C -8.590 -0.753 -4.836
H -9.194 -0.619 -2.771
H -6.983 0.194 -1.992
H -5.131 0.502 -3.615
H -5.500 0.025 -6.023
H -7.714 -0.777 -6.804
H -9.558 -1.111 -5.177
C 0.464 9.108 -1.657
C 0.158 10.155 -2.527
C -1.065 10.816 -2.421
C -1.979 10.437 -1.438
C -1.672 9.394 -0.565
C -0.453 8.726 -0.677
H 1.416 8.591 -1.742
H 0.873 10.454 -3.289
H -1.306 11.627 -3.104
H -2.931 10.956 -1.352
H -2.384 9.100 0.202
H -0.216 7.909 -0.001

=====

Record 2
206
Properties=species:S:1:pos:R:3 method="wB97M-V/def2-TZVPD" total_charge=+1 spin_multiplicity=1 homo_lumo_gap_ha=0.190
Be 2.781 1.205 -5.242
O 0.852 0.917 -3.353
C 0.437 0.341 -2.356
O -0.015 0.844 -1.289
B -0.193 -0.220 -0.229
O 0.369 -1.432 -0.874
C 0.698 -1.147 -2.116
O 1.254 -1.865 -2.903
O -1.563 -0.412 0.161
C -1.784 0.482 1.189
O -2.856 0.769 1.615
C -0.391 0.779 1.797
O 0.506 0.244 0.969
O -0.132 1.452 2.751
C -5.195 3.247 -3.226
C -3.654 3.118 -3.486
C -3.023 4.420 -3.010
O -3.119 2.058 -2.720
H -5.312 3.349 -2.147
H -5.863 2.452 -3.561
H -5.632 4.094 -3.758
H -3.433 2.881 -4.532
H -3.511 5.278 -3.471
H -1.938 4.374 -3.143
H -3.151 4.516 -1.930
H -2.161 2.100 -2.806
C -4.423 -4.701 1.476
C -4.643 -3.718 0.318
C -3.990 -2.346 0.481
O -4.303 -4.318 -0.917
H -5.081 -5.564 1.375
H -4.496 -4.350 2.506
H -3.388 -5.054 1.404
H -5.720 -3.532 0.331
H -3.983 -1.746 -0.427
H -2.945 -2.496 0.772
H -4.401 -1.766 1.308
H -3.479 -4.811 -0.868
C 1.559 1.226 -8.286
O 2.659 1.455 -7.435
C 3.801 2.078 -7.999
C 4.985 1.892 -7.103
N 4.859 2.343 -5.702
C 4.307 3.685 -5.615
C 3.896 3.892 -4.172
O 2.857 2.986 -3.858
C 1.943 3.427 -2.847
H 1.905 0.751 -9.206
H 1.043 2.119 -8.662
H 0.706 0.731 -7.828
H 3.676 3.113 -8.320
H 4.104 1.496 -8.876
H 5.845 2.413 -7.539
H 5.394 0.881 -7.118
H 5.746 2.280 -5.221
H 3.465 3.809 -6.296
H 5.041 4.428 -5.939
H 3.533 4.914 -4.013
H 4.699 3.901 -3.426
H 0.980 2.952 -3.011
H 1.758 4.504 -2.864
H 2.415 3.205 -1.889
C -5.165 5.667 1.261
O -4.673 4.536 1.920
C -5.487 4.051 2.970
C -4.724 3.032 3.819
N -4.261 3.581 5.053
C -3.710 2.628 6.005
C -4.684 1.503 6.423
O -4.255 0.901 7.612
C -3.145 0.007 7.555
H -6.136 5.457 0.802
H -4.521 5.984 0.438
H -5.183 6.594 1.844
H -6.436 3.668 2.588
H -5.778 4.893 3.610
H -3.920 2.535 3.260
H -5.454 2.235 3.990
H -3.921 4.525 5.050
H -3.465 3.237 6.876
H -2.784 2.229 5.575
H -5.029 0.797 5.654
H -5.715 1.791 6.658
H -3.531 -1.004 7.427
H -2.472 0.100 8.406
H -2.492 0.286 6.723
C 3.838 0.116 -2.091
O 3.777 -0.282 -3.487
C 4.743 -1.283 -3.821
C 4.858 -1.325 -5.368
N 3.569 -0.978 -6.066
C 2.561 -1.988 -5.903
C 1.189 -1.449 -6.346
O 1.019 -0.170 -5.742
C -0.309 0.339 -5.969
H 4.666 0.804 -1.909
H 3.974 -0.718 -1.402
H 2.889 0.606 -1.893
H 4.246 -2.219 -3.559
H 5.751 -1.258 -3.410
H 5.466 -2.130 -5.789
H 5.481 -0.534 -5.803
H 3.770 -0.942 -7.059
H 2.408 -2.330 -4.878
H 2.819 -2.899 -6.451
H 0.419 -2.187 -6.112
H 1.171 -1.389 -7.442
H -0.573 0.138 -7.011
H -0.262 1.425 -5.933
H -0.945 -0.195 -5.267
C 10.093 2.316 5.360
O 10.170 1.379 6.417
C 9.075 0.467 6.337
C 9.123 -0.456 5.111
N 8.211 -0.215 3.985
C 6.799 -0.168 4.282
C 5.945 0.143 3.027
O 4.660 -0.210 3.435
C 3.610 0.113 2.552
H 11.110 2.617 5.102
H 9.533 3.183 5.734
H 9.625 2.189 4.379
H 8.130 1.020 6.367
H 9.167 0.006 7.321
H 8.958 -1.498 5.420
H 10.127 -0.552 4.694
H 8.480 -0.680 3.135
H 6.540 0.641 4.966
H 6.452 -1.082 4.778
H 6.274 -0.417 2.143
H 5.903 1.225 2.860
H 2.654 -0.326 2.836
H 3.807 -0.314 1.562
H 3.442 1.193 2.519
C 4.647 -3.404 8.371
O 3.284 -3.709 8.233
C 2.588 -2.888 7.279
C 1.130 -3.291 7.120
N 0.350 -2.280 6.398
C 0.657 -2.473 4.969
C -0.502 -1.837 4.189
O -1.688 -2.590 4.361
C -2.928 -1.894 4.216
H 5.185 -3.476 7.420
H 5.044 -4.141 9.066
H 4.752 -2.380 8.742
H 3.061 -2.939 6.294
H 2.541 -1.835 7.571
H 0.711 -3.399 8.124
H 1.119 -4.305 6.704
H -0.633 -2.495 6.529
H 0.764 -3.528 4.694
H 1.643 -2.017 4.869
H -0.271 -1.979 3.125
H -0.634 -0.779 4.422
H -2.806 -0.897 4.647
H -3.693 -2.320 4.867
H -3.262 -1.967 3.183
C -5.869 1.156 0.488
O -7.173 1.353 0.041
C -7.758 2.585 0.405
C -9.177 2.490 -0.200
N -9.361 3.512 -1.263
C -10.766 3.792 -1.602
C -11.799 2.659 -1.475
O -12.219 2.490 -0.106
C -13.435 1.723 0.007
H -5.186 1.736 -0.139
H -5.734 0.072 0.470
H -5.684 1.338 1.555
H -7.195 3.443 0.025
H -7.844 2.586 1.495
H -9.878 2.796 0.588
H -9.554 1.515 -0.495
H -8.899 4.384 -1.058
H -10.739 4.280 -2.577
H -11.074 4.554 -0.874
H -11.299 1.745 -1.828
H -12.502 2.625 -2.312
H -13.436 1.247 0.990
H -13.516 0.867 -0.663
H -14.320 2.358 0.029
C 4.567 -3.931 2.001
O 4.333 -4.380 0.683
C 3.899 -3.508 -0.307
C 3.543 -4.120 -1.639
N 4.622 -5.014 -2.085
C 4.307 -6.201 -2.851
C 4.164 -5.839 -4.340
O 2.878 -5.270 -4.559
C 2.292 -5.702 -5.754
H 4.483 -2.840 2.095
H 5.640 -4.133 2.036
H 3.991 -4.255 2.868
H 4.746 -2.846 -0.550
H 3.043 -2.919 0.038
H 3.332 -3.431 -2.461
H 2.559 -4.606 -1.589
H 5.154 -5.169 -1.238
H 3.416 -6.672 -2.429
H 5.105 -6.944 -2.878
H 4.179 -6.793 -4.884
H 4.949 -5.233 -4.799
H 1.337 -5.218 -5.963
H 2.087 -6.774 -5.660
H 2.955 -5.575 -6.618

=====

Record 3
24
Properties=species:S:1:pos:R:3 method="wB97M-V/def2-TZVPD" total_charge=0 spin_multiplicity=1 e_above_lowest_kcal_mol=44.7 smiles=O.O.O.O.O.O.O.O homo_lumo_gap_ha=0.388
O -0.499 -0.862 -3.334
H -0.883 -1.268 -2.539
H -1.016 -0.062 -3.485
O -1.378 -2.389 1.580
H -0.670 -2.807 2.085
H -1.491 -1.509 1.994
O -1.274 0.338 2.069
H -1.860 1.065 1.800
H -1.270 0.376 3.035
O -1.487 3.368 1.422
H -0.658 3.029 1.055
H -1.772 4.052 0.806
O 0.973 -0.048 0.446
H 0.592 -0.158 -0.430
H 0.238 0.271 1.009
O 1.947 2.850 1.134
H 1.552 3.354 0.415
H 2.482 2.177 0.692
O 2.195 -0.777 -2.206
H 1.265 -0.812 -2.505
H 2.683 -1.249 -2.887
O -0.033 -2.782 -1.026
H 0.791 -3.277 -0.988
H -0.426 -2.881 -0.141

=====

Record 4
159
Properties=species:S:1:pos:R:3 method="wB97M-V/def2-TZVPD" total_charge=+1 spin_multiplicity=1 homo_lumo_gap_ha=0.224
C 5.808 1.457 4.019
C 4.814 2.701 3.976
O 3.817 2.651 4.746
O 4.974 3.826 3.097
C 3.792 4.006 2.264
C 4.107 4.245 0.713
C 5.300 3.311 0.132
C 4.727 2.121 -0.813
C 6.031 1.471 -1.522
N 6.844 0.784 -0.469
C 8.080 0.142 -1.008
C 7.817 -0.881 -2.239
C 8.146 -0.143 -3.649
I 9.766 -1.150 -4.738
C 6.057 -0.110 0.353
N 6.379 -1.430 0.562
N 4.897 0.419 1.040
C 3.918 1.082 0.074
C 3.217 -0.106 -0.733
C 1.901 0.307 -1.553
C 1.091 1.557 -0.963
O 1.400 2.819 -1.636
H 5.171 0.509 4.149
H 6.392 1.318 3.045
H 6.539 1.484 4.903
H 3.202 4.929 2.626
H 3.071 3.125 2.363
H 4.395 5.343 0.590
H 3.209 4.055 0.019
H 6.006 2.925 0.946
H 5.944 4.015 -0.519
H 4.120 2.584 -1.666
H 5.624 0.781 -2.339
H 6.700 2.298 -1.968
H 8.626 -0.485 -0.208
H 8.839 0.981 -1.282
H 6.707 -1.188 -2.166
H 8.468 -1.816 -2.107
H 7.225 -0.228 -4.337
H 8.349 0.976 -3.521
H 7.269 -1.579 1.071
H 5.802 -2.212 0.244
H 4.344 -0.354 1.462
H 3.210 1.689 0.738
H 3.988 -0.474 -1.516
H 2.989 -1.038 -0.091
H 2.063 0.492 -2.667
H 1.179 -0.604 -1.488
H 1.152 1.670 0.176
H -0.025 1.349 -1.183
H 2.074 2.659 -2.336
C 11.524 0.411 -0.214
O 10.855 1.088 -0.977
N 11.834 0.746 1.068
C 12.637 -0.114 1.916
C 11.347 2.003 1.603
H 11.943 -0.561 -0.520
H 12.054 -0.390 2.798
H 13.534 0.427 2.225
H 12.932 -1.021 1.385
H 10.255 2.012 1.561
H 11.728 2.825 0.992
H 11.675 2.132 2.635
C -0.739 4.156 2.349
O -0.075 3.391 1.668
N -0.459 4.510 3.633
C -1.296 5.426 4.381
C 0.717 3.950 4.271
H -1.651 4.634 1.958
H -0.699 6.291 4.680
H -1.674 4.918 5.272
H -2.139 5.766 3.778
H 1.600 4.227 3.694
H 0.633 2.861 4.282
H 0.815 4.320 5.292
C -2.105 -1.797 -0.052
O -1.128 -1.666 -0.772
N -3.052 -0.847 0.173
C -4.187 -1.082 1.045
C -2.923 0.442 -0.478
H -2.300 -2.736 0.490
H -5.107 -0.962 0.470
H -4.166 -0.353 1.860
H -4.157 -2.088 1.464
H -2.915 0.297 -1.561
H -1.978 0.902 -0.178
H -3.752 1.094 -0.201
C -7.711 -3.271 1.238
O -6.734 -3.139 0.518
N -8.655 -2.320 1.463
C -9.790 -2.553 2.334
C -8.524 -1.031 0.813
H -7.906 -4.211 1.780
H -10.709 -2.431 1.757
H -9.768 -1.825 3.149
H -9.761 -3.561 2.752
H -8.514 -1.176 -0.271
H -7.578 -0.574 1.114
H -9.351 -0.376 1.088
C 13.755 -3.839 -4.719
O 14.206 -4.834 -4.186
N 14.092 -3.387 -5.960
C 13.509 -2.189 -6.526
C 15.065 -4.131 -6.739
H 13.010 -3.201 -4.216
H 12.990 -2.447 -7.452
H 14.305 -1.471 -6.741
H 12.798 -1.738 -5.831
H 14.698 -5.148 -6.893
H 16.006 -4.178 -6.185
H 15.230 -3.650 -7.703
C -10.615 -4.889 -0.635
O -11.455 -4.096 -0.248
N -10.312 -5.141 -1.938
C -9.297 -6.101 -2.321
C -11.028 -4.425 -2.977
H -10.014 -5.485 0.070
H -8.522 -5.590 -2.897
H -9.756 -6.880 -2.935
H -8.843 -6.562 -1.442
H -10.869 -3.351 -2.846
H -12.096 -4.634 -2.885
H -10.678 -4.730 -3.963
C -14.390 -0.470 1.694
O -13.302 0.056 1.843
N -14.681 -1.429 0.772
C -16.004 -2.008 0.656
C -13.634 -1.885 -0.123
H -15.255 -0.196 2.320
H -15.937 -3.086 0.825
H -16.389 -1.820 -0.350
H -16.687 -1.573 1.387
H -12.813 -2.294 0.468
H -13.261 -1.035 -0.700
H -14.013 -2.650 -0.800
C -0.539 1.911 -6.125
O -0.260 1.023 -6.908
N -0.886 1.729 -4.819
C -1.205 2.840 -3.944
C -0.938 0.380 -4.288
H -0.531 2.971 -6.426
H -0.510 2.841 -3.101
H -2.227 2.720 -3.575
H -1.126 3.791 -4.473
H 0.047 -0.084 -4.391
H -1.661 -0.204 -4.862
H -1.228 0.392 -3.236
C -7.905 0.659 5.045
O -7.963 0.911 3.856
N -8.947 0.748 5.918
C -8.801 0.430 7.324
C -10.243 1.175 5.425
H -6.969 0.327 5.521
H -9.483 -0.386 7.577
H -9.053 1.313 7.917
H -7.779 0.125 7.552
H -10.578 0.482 4.649
H -10.150 2.171 4.987
H -10.973 1.197 6.235

=====

Max |F| readings, ordered: 9.03 3.20 0.79 4.73 eV/A